Density functional theory data (ωB97M-V with the def2-TZVPD basis set) for 6 unconnected molecules or ions with the total composition C40H94BN5 at a distorted geometry.

The geometry in XYZ format:
```
140
Properties=species:S:1:pos:R:3:forces:R:3
B 1.566773 0.121799 0.139834 -0.02 -0.02 -0.04
H 1.087073 -0.206501 1.048864 -2.19 -1.23 3.84
H 0.948213 0.788699 -0.440576 -2.85 2.51 -2.57
H 2.453273 0.685989 0.384884 3.63 2.38 1.23
H 1.924093 -0.753691 -0.379836 1.12 -3.48 -2.40
C -0.616737 3.732699 -8.836666 -0.02 0.85 -0.87
C 0.195463 3.441449 -7.610696 0.62 -1.02 0.67
C 1.550203 4.147749 -7.498196 -0.59 1.16 1.24
N 2.479813 3.707919 -6.265726 0.02 0.95 -0.42
C 3.070973 2.372739 -6.618936 -1.20 0.49 -0.02
C 1.806323 3.622209 -4.872936 0.27 -0.70 0.45
C 2.810793 4.203909 -3.794286 -0.71 0.51 0.17
C 4.008993 4.718169 -4.564726 1.16 -0.97 -1.20
C 3.523493 4.798379 -6.025466 -0.20 1.18 0.27
H -1.612917 3.308709 -8.710346 0.12 -0.10 -0.18
H -0.143917 3.338989 -9.736406 -0.13 -0.12 -0.03
H -0.750717 4.800279 -9.011076 -0.05 0.10 0.09
H 0.404843 2.374459 -7.686826 -0.03 -0.26 0.33
H -0.477547 3.571779 -6.763256 0.46 0.22 0.37
H 1.441713 5.220769 -7.340236 -0.38 0.00 0.30
H 2.052733 4.147589 -8.465446 0.73 -0.81 0.31
H 2.178463 1.799089 -6.868856 0.27 -0.44 0.14
H 3.537663 1.947469 -5.730436 0.47 0.05 -0.47
H 3.626113 2.484789 -7.550266 0.53 -0.12 0.48
H 1.618543 2.566289 -4.678316 0.02 0.01 -0.11
H 0.819093 4.083469 -4.899436 0.35 0.42 -0.08
H 3.114003 3.584149 -2.950446 -0.09 -1.02 -0.67
H 2.334903 4.976399 -3.190226 -0.31 0.52 -0.67
H 4.865913 4.045199 -4.534856 -0.19 -0.55 0.19
H 4.490803 5.628999 -4.209266 -0.67 0.36 -0.17
H 4.255233 4.856219 -6.831266 0.13 -0.53 0.19
H 3.007693 5.757859 -6.063416 -0.47 -0.13 -0.34
C 0.575913 7.196729 7.105954 0.06 -0.92 1.19
C 1.147563 5.851889 6.583364 -0.65 1.76 1.24
C 1.430333 6.168709 5.160854 1.51 -1.75 -0.80
N 1.846043 4.886009 4.368384 -0.53 0.12 -1.18
C 0.665553 3.912269 4.307774 1.27 -0.90 -1.02
C 2.257643 5.312379 2.896704 -0.52 -1.84 0.49
C 3.753753 5.680639 2.932404 -1.17 -0.30 0.35
C 4.269233 5.213899 4.325474 -1.10 -0.63 1.03
C 3.185583 4.214139 4.865684 -0.83 1.72 -0.95
H 1.362053 7.949229 7.167694 -0.36 0.34 -0.66
H 0.287113 7.074359 8.149854 -0.18 -0.08 0.01
H -0.336597 7.411589 6.549834 0.29 0.68 -0.02
H 0.356533 5.123659 6.762344 0.27 -0.26 -0.32
H 2.013673 5.646409 7.212434 0.12 -0.38 -0.36
H 2.290033 6.824599 5.023674 -0.11 0.17 0.31
H 0.582183 6.656759 4.680704 -0.05 -0.51 -0.30
H 0.169803 3.596189 5.225604 -0.06 1.29 0.19
H 1.051913 2.936979 4.011764 0.49 0.09 -0.43
H 0.046883 4.208959 3.460824 -0.44 0.25 0.61
H 1.990073 4.414549 2.339574 0.69 -0.30 -0.10
H 1.630313 6.042279 2.385034 -0.24 0.50 1.01
H 4.242683 5.201069 2.084434 0.17 0.13 0.19
H 3.704253 6.759269 2.783394 1.01 -0.01 0.24
H 5.181383 4.618219 4.361014 0.27 0.63 -0.36
H 4.307863 6.044149 5.030654 0.49 0.04 -0.19
H 3.389323 3.272329 4.356194 -0.87 -0.08 -0.13
H 3.032293 4.035519 5.929964 0.55 0.27 -0.04
C -3.690467 -5.402851 -9.437266 -1.30 -0.54 0.35
C -2.277777 -5.418071 -8.910236 1.00 -1.44 -0.24
C -2.072957 -5.411781 -7.354296 -0.63 1.95 -1.85
N -0.677147 -4.948151 -6.897066 -0.82 -1.78 1.64
C 0.419693 -5.880141 -7.566246 -2.19 1.87 1.56
C -0.623027 -5.249641 -5.345206 1.12 2.54 -0.14
C -0.601397 -3.778481 -4.771166 -0.31 -1.70 2.45
C -0.107067 -2.831291 -5.779476 1.28 0.35 -0.56
C -0.564647 -3.414321 -7.060286 -0.43 -0.86 -2.24
H -4.284857 -6.262021 -9.126376 0.01 0.00 0.95
H -3.793007 -5.631221 -10.498126 0.73 0.80 -0.29
H -4.245117 -4.501641 -9.175956 0.01 0.03 -0.18
H -1.698087 -4.723301 -9.517976 0.24 0.55 0.63
H -1.879677 -6.384911 -9.218186 0.21 -0.14 -0.19
H -2.418687 -6.373201 -6.974496 0.64 0.07 0.33
H -2.703487 -4.601821 -6.987556 -0.30 -0.38 0.46
H 1.352883 -5.698211 -7.033176 0.08 0.17 -0.60
H 0.323463 -5.593131 -8.613366 0.64 -0.84 0.03
H -0.016457 -6.805551 -7.190086 0.59 -0.55 -1.06
H 0.313603 -5.767411 -5.138476 -0.09 0.01 -0.15
H -1.447037 -5.828761 -4.928396 -0.08 0.06 -0.68
H 0.060543 -3.598481 -3.924086 0.04 -0.89 0.33
H -1.581467 -3.603651 -4.327296 -0.24 0.48 -0.55
H 0.982853 -2.821411 -5.788046 0.18 -0.19 0.20
H -0.353517 -1.802361 -5.517416 -0.52 -0.05 -0.58
H 0.068653 -3.338421 -7.944176 0.24 0.57 0.22
H -1.540997 -3.034841 -7.361646 -0.07 -0.24 0.07
C 2.883393 -5.796311 10.319194 -0.32 -0.94 0.48
C 1.993033 -5.365401 9.220784 -1.23 1.67 -1.71
C 2.704573 -5.201361 7.870574 -0.68 0.84 0.28
N 1.808493 -5.234751 6.614854 1.20 -0.78 -0.87
C 1.261703 -6.657511 6.565624 0.72 0.47 -1.02
C 2.738163 -4.915481 5.434484 1.50 -0.95 -0.48
C 2.523393 -3.454151 5.028534 -0.06 -1.53 -0.96
C 1.028603 -3.511981 5.010474 0.60 1.59 -0.39
C 0.834923 -4.118031 6.328984 -2.19 -0.69 2.51
H 3.873803 -5.341631 10.297884 -0.09 -0.03 0.01
H 2.931293 -6.883171 10.251804 0.53 -0.02 0.54
H 2.334733 -5.485381 11.208234 0.58 -0.41 0.41
H 1.571673 -4.411701 9.538604 0.10 0.49 -0.43
H 1.068713 -5.928671 9.092504 0.31 -0.68 0.27
H 3.446893 -5.980751 7.698524 -0.12 -0.03 0.03
H 3.217723 -4.239821 7.856084 0.11 0.00 -0.11
H 0.575753 -6.943961 7.362824 0.01 0.64 -0.10
H 2.154143 -7.277411 6.651514 -0.22 -0.22 -0.17
H 0.820223 -6.783891 5.577074 -0.15 -0.17 0.19
H 2.401683 -5.560991 4.623204 0.06 0.08 -0.10
H 3.765263 -5.199731 5.663344 -0.11 -0.03 0.19
H 2.797923 -3.275651 3.988884 1.04 0.19 0.38
H 2.863923 -2.743111 5.781234 0.34 0.07 -0.39
H 0.627923 -4.058901 4.156994 0.02 -0.10 0.15
H 0.703603 -2.472701 4.961684 -0.74 -0.20 0.16
H -0.183757 -4.505001 6.354474 0.00 0.07 1.16
H 1.167313 -3.446661 7.120734 -1.15 0.57 0.00
C -4.984377 -0.908461 4.577874 -0.37 0.04 2.25
C -4.939867 -0.944121 3.085724 0.61 0.11 -0.84
C -4.685587 0.454739 2.469124 -0.43 -0.98 -1.44
N -4.729367 0.452079 0.859854 0.83 0.48 1.11
C -3.923187 -0.747061 0.311404 -1.15 0.92 -0.13
C -6.168437 0.483589 0.408104 -0.30 -0.02 -0.84
C -6.679367 1.925679 0.489364 -0.30 0.80 0.46
C -5.428767 2.779969 0.605104 1.63 -0.36 0.75
C -4.246417 1.809439 0.296354 -0.62 0.24 -1.33
H -4.038357 -0.813131 5.110834 0.41 -0.37 -0.48
H -5.506837 -1.777051 4.978754 0.41 -0.43 -0.22
H -5.547377 -0.149071 5.120494 -0.43 0.69 -0.90
H -5.795417 -1.520671 2.733974 -0.47 0.72 -0.32
H -4.120707 -1.597161 2.784704 0.27 0.08 0.16
H -3.680807 0.782389 2.735914 -0.17 0.21 0.00
H -5.468637 1.153669 2.763114 0.28 0.06 0.06
H -4.007177 -0.768521 -0.775146 -0.12 0.33 0.02
H -4.422747 -1.644021 0.677474 0.46 0.07 0.13
H -2.866277 -0.639151 0.555154 -0.20 -0.10 0.39
H -6.055447 0.281229 -0.656966 -0.41 -0.39 -0.01
H -6.812037 -0.259781 0.878514 0.40 -0.07 0.10
H -7.336427 2.201119 -0.335566 0.44 -0.37 -0.45
H -7.288367 2.272339 1.324254 -0.17 -1.06 0.41
H -5.469827 3.697759 0.018524 0.37 -0.23 -0.04
H -5.301987 3.033459 1.657614 -0.14 0.52 -0.07
H -4.170897 1.763069 -0.790036 -0.68 -0.91 -0.35
H -3.190017 2.050019 0.415754 -0.14 0.02 1.59
```
Forces are in eV/Å.

The energy above the lowest of the compared OMol25 structures with the same formula, charge and spin is 489.71 kJ/mol. As for the gap between HOMO and LUMO: 7.133 eV. As for the highest occupied orbital energy: -13.6 eV. The molar mass is 656.0 g/mol. As for the spin multiplicity: 1. Its total charge is +4. The electronic energy is -51090.4259 eV. As for the max |F|: 4.6 eV Å⁻¹. For the LUMO energy, the calculation gives -6.501 eV.